(1)
11
Properties=species:S:1:pos:R:3:forces:R:3 method="wB97M-V/def2-TZVPD" relative_energy_kcal_mol=4.0 smiles=Bn1ccnc1 orbital_gap_ev=9.6 homo_energy_ev=-9.32 charge=0
B -0.111 -0.978 -1.053 -3.567 1.333 0.922
N -0.210 0.168 -0.168 -0.500 -1.064 -1.155
C 0.872 0.701 0.528 0.764 -1.935 -1.295
C 0.339 0.995 1.727 1.117 0.161 -0.528
N -0.981 0.749 1.821 -1.684 0.502 0.124
C -1.343 0.319 0.668 -0.452 -1.106 -1.244
H -1.279 -1.352 -1.271 1.312 -0.166 -0.286
H 0.858 -1.468 -1.378 1.282 -0.390 -0.484
H 1.872 0.414 0.056 -1.380 1.189 1.267
H 0.839 1.348 2.537 1.373 1.010 2.188
H -2.386 0.004 0.340 1.734 0.465 0.491

=====

(2)
11
Properties=species:S:1:pos:R:3:forces:R:3 method="wB97M-V/def2-TZVPD" relative_energy_kcal_mol=58.8 smiles="CB1S[C@H]1C=S" orbital_gap_ev=8.1 homo_energy_ev=-8.51 charge=0
C -0.786 0.860 0.546 1.588 0.647 0.415
B 0.594 0.543 -0.154 -0.219 -1.812 -1.211
S 2.213 0.616 -0.740 -0.124 0.156 0.241
C 0.984 -0.703 -1.304 1.247 0.013 2.788
C 1.504 -2.086 -1.203 -0.564 -0.966 -0.740
S 1.660 -3.283 -2.344 -0.396 1.619 0.372
H -1.132 1.903 0.527 0.291 -0.228 -0.354
H -0.653 0.676 1.652 -0.589 -0.546 -1.170
H -1.420 0.228 -0.068 -0.735 -0.158 0.906
H 0.721 -0.546 -2.273 -0.940 0.889 -2.723
H 1.744 -2.512 -0.267 0.442 0.385 1.475

=====

(3)
14
Properties=species:S:1:pos:R:3:forces:R:3 method="wB97M-V/def2-TZVPD" relative_energy_kcal_mol=0.0 multiplicity=2 orbital_gap_ev="8.2 / 7.3" homo_energy_ev="-19.71 / -18.83" charge=+3
O 0.416 0.012 0.449 -0.438 -0.501 0.305
C 1.803 0.203 0.382 1.764 1.581 -0.368
C -0.384 0.984 0.222 -0.349 0.740 -0.737
O 2.480 -0.807 0.666 0.111 -1.471 0.385
O 2.283 1.288 0.071 -0.366 -0.384 0.045
C -1.800 0.773 0.237 0.225 -0.065 1.155
Ba 5.041 0.454 0.185 -0.409 0.472 -0.114
H 0.066 1.950 -0.042 -0.016 -0.181 0.119
H -2.230 1.569 0.890 0.110 -0.143 -0.231
H -2.043 -0.217 0.649 -0.289 0.323 -0.686
H -2.189 1.062 -0.756 -0.078 -0.318 0.035
Li 2.125 -2.609 1.235 -0.311 -0.134 0.021
O -2.357 -2.219 -1.887 0.026 0.138 0.108
H -3.212 -2.443 -2.301 0.021 -0.059 -0.039

=====

(4)
13
Properties=species:S:1:pos:R:3:forces:R:3 method="wB97M-V/def2-TZVPD" relative_energy_kcal_mol=35.6 orbital_gap_ev=8.5 homo_energy_ev=-19.69 charge=+2
H -1.927 1.978 0.168 -0.894 1.264 0.294
N -1.216 1.302 0.054 1.054 -3.008 0.820
C -1.284 0.405 0.960 -3.858 2.991 1.562
N -0.434 -0.664 1.063 2.299 -3.343 -0.200
C 0.734 -0.786 0.507 0.915 -0.714 0.713
Br 2.139 -1.868 1.172 -1.278 0.291 -0.213
N 1.171 0.030 -0.497 2.057 0.477 -0.358
C 0.664 0.278 -1.695 0.764 0.847 -2.489
Br -0.647 -0.729 -2.467 0.390 0.714 0.487
H -2.026 0.384 1.898 1.402 0.185 -2.249
H -0.634 -1.509 1.649 -0.396 1.349 0.008
H 2.210 0.154 -0.349 -1.074 0.711 -0.689
H 1.251 1.024 -2.464 -1.382 -1.764 2.314

=====

(5)
13
Properties=species:S:1:pos:R:3:forces:R:3 method="wB97M-V/def2-TZVPD" relative_energy_kcal_mol=108.2 smiles="O=[N+]([O-])/C(Br)=C/CBr.[H][H]" orbital_gap_ev=9.9 homo_energy_ev=-10.30 charge=0
O -2.507 -0.207 -0.854 -2.633 1.697 -0.420
N -1.876 -1.169 -0.604 2.598 -0.458 -0.142
O -2.162 -2.309 -0.785 -0.781 -1.541 0.132
C -0.472 -0.866 -0.215 -0.425 -2.242 1.061
Br 0.558 -2.288 0.479 -0.291 0.348 -0.336
C -0.102 0.358 -0.351 -2.194 1.809 -2.003
C 1.183 0.917 -0.249 3.772 1.084 1.359
Br 1.377 1.968 -1.873 0.396 0.593 -0.006
H -0.830 1.090 -0.848 0.758 -1.375 1.265
H 1.217 1.524 0.719 0.340 -0.236 -1.723
H 2.106 0.257 -0.306 -1.507 0.425 0.486
H 0.478 0.409 2.691 0.227 -0.041 -0.144
H 1.032 0.316 2.194 -0.258 -0.063 0.471

=====

(6)
11
Properties=species:S:1:pos:R:3:forces:R:3 method="wB97M-V/def2-TZVPD" relative_energy_kcal_mol=8.7 smiles=BrP(Br)C1CC1 orbital_gap_ev=9.6 homo_energy_ev=-9.43 charge=0
Br 0.099 0.591 -2.931 0.252 -0.043 -0.125
P 0.563 -0.986 -1.411 -0.296 0.145 0.648
Br 2.794 -1.141 -1.406 -0.132 0.085 -0.127
C 0.392 0.107 0.066 -0.151 0.031 -0.641
C -1.052 0.564 0.355 2.548 2.833 1.760
C -0.399 -0.438 1.249 -0.303 -2.257 1.346
H 1.209 0.862 0.039 -0.716 -0.639 0.802
H -1.760 0.491 -0.403 -1.352 -0.775 -0.866
H -0.983 1.657 0.781 -0.509 -2.266 -0.776
H -0.178 -0.108 2.285 0.126 0.122 -0.935
H -0.685 -1.599 1.377 0.534 2.764 -1.088

=====

(7)
13
Properties=species:S:1:pos:R:3:forces:R:3 method="wB97M-V/def2-TZVPD" relative_energy_kcal_mol=5.9 smiles="CN1N=N[C@H](Cl)[C@H]1Br" orbital_gap_ev=9.4 homo_energy_ev=-9.40 charge=0
C 0.666 -1.643 0.786 -0.357 0.361 -0.550
N -0.084 -0.586 0.138 0.425 2.038 -0.068
N -1.378 -0.595 0.014 -2.353 -0.047 0.107
N -1.914 0.473 -0.409 0.887 -0.630 1.024
C -0.850 1.439 -0.688 0.578 -0.372 -0.307
Cl -0.762 1.376 -2.524 0.248 0.527 0.597
C 0.447 0.709 -0.147 2.283 -1.027 -2.516
Br 1.312 1.349 1.564 -0.406 0.588 -0.991
H 1.133 -2.123 -0.136 0.020 -0.295 1.970
H 1.396 -1.130 1.536 -1.238 -1.464 -1.410
H -0.182 -2.204 1.277 1.561 -0.109 -0.383
H -1.101 2.480 -0.345 0.553 -1.204 -0.441
H 1.317 0.456 -1.069 -2.200 1.634 2.967

=====

(8)
11
Properties=species:S:1:pos:R:3:forces:R:3 method="wB97M-V/def2-TZVPD" relative_energy_kcal_mol=78.5 orbital_gap_ev="7.9 / 7.9" homo_energy_ev="-7.91 / -7.91" charge=0
C -0.915 -0.398 0.616 -1.494 -0.986 2.130
C 0.096 -1.175 -0.104 0.333 1.589 -2.760
C -0.268 1.586 -0.309 0.014 -2.989 -1.926
N -1.007 0.826 0.453 -2.094 -0.546 0.017
N 1.011 -0.376 -0.803 -0.131 3.055 -1.591
Br 2.597 0.028 0.144 -0.091 -0.233 0.353
H -1.529 -0.912 1.371 -0.106 0.270 -0.500
H 0.666 -1.775 0.447 1.582 -2.897 3.189
H -0.338 -1.798 -0.879 -0.759 -0.181 -0.103
H -0.522 1.858 -1.320 -0.158 0.173 0.047
H 0.212 2.135 0.383 2.904 2.746 1.144

=====

> Which value of charge does entry 6 give?

0